C46H50BHfN3OP as an isolated structure in a non-equilibrium geometry, computed with ωB97M-V/def2-TZVPD.

The geometry in XYZ format:
```
103
Properties=species:S:1:pos:R:3:forces:R:3:mulliken_charge:R:1
Hf -1.527 0.289 -0.001 0.5224 2.4366 1.4741 0.5041
O -2.538 0.525 1.810 -0.8804 -0.4534 0.9007 -0.9002
C -1.347 0.697 2.178 -0.9827 0.1520 -1.6678 0.8739
C -0.934 1.548 3.255 0.7449 -0.2425 0.1173 0.4378
C -1.410 1.602 4.558 -0.0883 0.0481 0.0865 -0.2146
C -0.831 2.510 5.427 0.0296 0.0654 0.0828 -0.8152
C 0.189 3.354 4.988 0.0361 0.0311 0.0162 -0.9135
C 0.647 3.312 3.675 0.0254 0.1133 0.0687 -0.8657
C 0.097 2.386 2.799 0.0365 0.0244 0.0279 0.0664
P 0.467 2.261 1.007 -0.1205 0.0411 -0.1684 2.4605
C 1.922 3.326 0.770 0.1972 -0.1754 0.0743 0.4449
C 3.148 2.810 1.200 0.0212 0.0300 0.0570 -0.1070
C 4.308 3.561 1.075 -0.0720 0.0014 -0.0069 -0.6221
C 4.251 4.828 0.505 -0.0545 -0.0192 -0.0167 -0.6973
C 3.037 5.340 0.064 -0.0524 -0.0476 -0.0002 -0.7403
C 1.871 4.593 0.193 0.0466 0.0688 0.0107 -0.8209
C -0.877 3.232 0.252 0.1087 -0.1100 -0.0592 0.2474
C -1.715 4.121 0.930 -0.1920 -0.0184 -0.0925 -0.9117
C -2.618 4.885 0.209 -0.0227 -0.0165 -0.0826 -0.7522
C -2.677 4.789 -1.184 -0.0932 0.0996 0.1310 -0.6557
C -1.842 3.922 -1.862 -0.0255 -0.0306 -0.0604 -0.8018
C -0.957 3.133 -1.141 0.0690 -0.0038 -0.0743 -0.4645
H -2.209 0.943 4.879 0.0764 0.0273 -0.0442 0.6359
H -1.174 2.565 6.454 0.0410 0.0198 -0.0847 0.4534
H 0.630 4.062 5.682 -0.0425 -0.0627 -0.0625 0.4527
H 1.424 3.990 3.340 -0.0469 -0.0483 0.0489 0.5492
H 3.194 1.814 1.635 -0.0052 0.0928 -0.0388 0.4178
H 5.254 3.157 1.414 -0.0608 0.0152 -0.0215 0.4567
H 5.156 5.413 0.397 -0.0487 -0.0226 0.0135 0.4013
H 2.994 6.328 -0.380 0.0011 -0.0737 0.0249 0.4439
H 0.929 5.005 -0.152 0.0686 -0.0290 0.0293 0.3703
H -1.659 4.217 2.008 0.0054 -0.0245 -0.0285 0.4915
H -3.279 5.567 0.732 0.0418 -0.0459 -0.0571 0.4509
H -3.391 5.389 -1.737 0.0577 -0.0389 0.0762 0.4017
H -1.900 3.835 -2.940 0.0150 -0.0010 0.0707 0.4308
H -0.268 2.478 -1.676 0.0463 -0.0370 -0.0278 0.6498
C 1.785 -1.165 2.243 0.0724 -0.0731 -0.0011 -1.2297
C 0.881 -1.989 3.168 -0.0005 -0.0646 -0.0916 -0.1659
C 1.457 -3.400 3.370 0.0296 0.0023 0.0014 -1.6687
C -0.599 -2.062 2.808 0.0281 0.0364 -0.0341 -0.1005
C -1.519 -1.866 3.832 -0.1314 -0.0182 0.0816 -0.0136
C -2.891 -1.996 3.627 0.0850 0.0031 0.1030 -1.6273
C -3.372 -2.356 2.386 -0.0607 -0.0206 -0.0327 -0.1486
C -2.494 -2.576 1.320 -0.0270 -0.0802 0.0169 0.9449
C -3.035 -3.139 0.011 -0.0797 0.0624 0.1096 1.0179
C -4.137 -2.270 -0.592 -0.0914 -0.1240 0.0411 -1.5605
C -3.535 -4.569 0.233 -0.0565 -0.0697 0.0841 -1.6872
C -1.118 -2.387 1.539 -0.0028 -0.0603 -0.2762 -0.7112
N -0.264 -2.462 0.395 0.0886 -0.1294 -0.0621 0.8528
B -0.151 -1.394 -0.575 0.5128 -1.3893 -0.4614 1.9000
N 0.675 -1.976 -1.595 0.0870 0.1294 0.0532 0.4144
C 0.994 -3.275 -1.245 -0.0546 -0.1674 0.1029 -1.1357
C 0.412 -3.585 -0.052 0.1951 0.0073 -0.1720 -0.5956
C 1.163 -1.351 -2.795 -0.0736 -0.0329 0.2067 -0.0592
C 0.284 -1.174 -3.868 -0.0099 -0.0091 -0.0944 0.5425
C 0.763 -0.523 -5.003 0.0039 -0.0105 -0.0491 -0.5674
C 2.074 -0.079 -5.071 -0.0130 0.0249 -0.0218 -1.7095
C 2.924 -0.266 -3.992 0.0589 0.0529 -0.0730 -0.4216
C 2.485 -0.894 -2.832 0.0348 0.0491 0.0194 0.3387
C 3.429 -1.020 -1.648 0.0547 0.0131 -0.0952 1.8766
C 3.826 0.361 -1.121 0.0298 0.0483 0.0066 -1.3936
C 4.666 -1.853 -1.996 0.0436 -0.0113 -0.0573 -1.7524
C -1.159 -1.645 -3.826 0.0316 0.0353 -0.1069 1.7219
C -2.111 -0.448 -3.832 -0.0323 -0.0608 -0.1230 -1.2108
C -1.482 -2.613 -4.967 0.0037 0.0001 -0.1077 -1.7635
H 2.755 -1.022 2.734 -0.1190 -0.0175 -0.0515 0.6472
H 1.361 -0.179 2.033 0.0095 -0.0694 0.0075 -0.1754
H 1.966 -1.669 1.290 -0.0214 0.0615 0.1174 -0.0700
H 0.902 -1.500 4.145 -0.0108 0.0528 0.0506 0.7428
H 1.598 -3.903 2.410 -0.0297 0.0255 0.0713 0.2704
H 0.806 -4.018 3.995 0.0639 0.0909 -0.0668 0.3751
H 2.436 -3.338 3.857 -0.1045 0.0006 -0.0716 0.4602
H -1.146 -1.608 4.819 -0.0375 -0.0307 -0.0505 0.4859
H -3.581 -1.833 4.449 0.0752 -0.0042 -0.0702 0.4497
H -4.439 -2.491 2.240 0.1133 0.0239 0.0027 0.4644
H -2.222 -3.190 -0.707 0.1731 0.0230 -0.0797 -0.4115
H -5.031 -2.249 0.037 0.0431 -0.0029 -0.0310 0.3258
H -4.428 -2.647 -1.575 -0.0034 -0.0123 0.0517 0.4377
H -3.842 -1.228 -0.734 0.0833 0.1315 -0.0334 0.2601
H -4.400 -4.581 0.904 0.0997 -0.0136 -0.0730 0.3395
H -2.756 -5.196 0.675 -0.0598 0.0477 -0.0418 0.3783
H -3.836 -5.017 -0.716 0.0009 0.0323 0.0521 0.4684
H 1.609 -3.897 -1.884 -0.0912 0.0729 0.1269 0.5412
H 0.417 -4.523 0.488 0.0394 0.1637 -0.0817 0.6271
H 0.101 -0.371 -5.852 0.0724 -0.0201 0.0949 0.3689
H 2.434 0.418 -5.967 -0.0412 -0.0599 0.1023 0.3917
H 3.948 0.095 -4.050 -0.1129 -0.0420 0.0048 0.3776
H 2.904 -1.529 -0.845 -0.0989 -0.0855 0.0635 -0.7138
H 4.388 0.929 -1.871 -0.0632 -0.0571 0.0905 0.3058
H 4.459 0.264 -0.231 -0.0736 0.0083 -0.1115 0.4770
H 2.941 0.947 -0.851 0.0696 -0.0625 -0.0397 0.1549
H 5.291 -1.340 -2.735 -0.0625 -0.0615 0.0678 0.3402
H 4.389 -2.825 -2.413 0.0168 0.0754 0.0456 0.3802
H 5.276 -2.026 -1.105 -0.0410 0.0357 -0.0676 0.4567
H -1.311 -2.182 -2.894 0.0024 -0.0943 0.1371 -0.6078
H -2.043 0.107 -4.774 -0.0081 -0.0388 0.0878 0.3888
H -1.868 0.262 -3.035 0.0205 0.0374 0.0209 0.0189
H -3.151 -0.757 -3.697 0.0963 0.0337 -0.0046 0.3734
H -1.386 -2.124 -5.942 -0.0196 -0.0715 0.1105 0.3370
H -2.509 -2.980 -4.878 0.1036 0.0509 -0.0086 0.4482
H -0.808 -3.474 -4.954 -0.0620 0.0785 -0.0020 0.3871
N -4.223 1.662 -1.595 0.0203 -0.0124 0.0821 -0.6924
C -3.316 1.190 -1.056 -0.1721 -0.1990 -0.1867 -0.2547
```
Forces are in eV/Å.

The total energy comes out at -66298.7227 eV. As for the molecular weight: 881.20 g mol⁻¹. As for the multiplicity: 1. The energy above the lowest of the compared OMol25 structures with the same formula, charge and spin is 65.51 kJ/mol. The total charge is +1. The value obtained for the gap between HOMO and LUMO is 6.709 eV. The HOMO energy is -10.50 eV.

=====

C46H50BiN6O7P2S3 as an isolated structure in a non-equilibrium geometry, computed with ωB97M-V/def2-TZVPD.

The geometry in XYZ format:
```
115
Properties=species:S:1:pos:R:3:forces:R:3:mulliken_charge:R:1
Bi -1.094 2.151 -0.676 -0.2542 -0.5976 0.2887 0.4332
O -2.234 4.918 -0.075 -0.0838 0.0173 -0.0141 -0.6435
C -1.818 3.932 0.503 0.0786 0.0710 -0.1397 -0.2942
C -1.855 3.922 2.014 0.0095 -0.0611 0.0469 0.8411
C -2.547 4.952 2.653 -0.0052 -0.0114 -0.0220 -0.7002
C -2.656 4.977 4.030 -0.0007 0.0047 0.0116 -0.5932
C -2.070 3.969 4.789 0.0016 0.0054 -0.0023 -0.6484
C -1.378 2.950 4.160 0.0343 0.0367 0.0067 -0.4313
C -1.258 2.922 2.771 -0.0556 -0.0345 0.0149 -0.0076
P -0.273 1.569 1.978 -0.0926 0.7077 0.0033 0.0772
C -1.045 0.190 2.898 0.1572 -0.1616 -0.0581 0.7524
C -2.392 -0.017 2.600 0.0287 -0.0663 -0.0290 -0.6636
C -3.096 -1.043 3.211 -0.0193 -0.0007 0.0193 -0.7166
C -2.465 -1.871 4.131 -0.0247 -0.0081 -0.0172 -0.8365
C -1.130 -1.661 4.439 -0.0086 0.0283 0.0116 -0.3181
C -0.420 -0.641 3.821 -0.1277 0.0765 0.1031 0.3983
C 1.350 2.025 2.706 0.1483 -0.1559 0.0192 0.4419
C 2.285 1.108 3.178 0.0134 0.0105 -0.0208 1.3742
C 3.545 1.526 3.591 -0.0493 0.0096 0.0143 -0.4760
C 3.893 2.865 3.525 0.0088 0.0224 -0.0222 -0.8436
C 2.975 3.784 3.030 0.0170 0.0187 0.0150 -0.6810
C 1.720 3.370 2.620 -0.0066 -0.0276 0.0410 -0.5561
H -2.996 5.714 2.030 -0.0031 0.0004 0.0056 0.5020
H -3.204 5.775 4.518 0.0025 0.0039 0.0009 0.3679
H -2.152 3.979 5.869 -0.0093 -0.0038 0.0016 0.4256
H -0.922 2.164 4.752 0.0077 0.0021 -0.0027 0.3642
H -2.885 0.622 1.874 0.0109 -0.0079 -0.0206 0.5023
H -4.139 -1.195 2.963 0.0000 -0.0061 0.0019 0.4117
H -3.013 -2.678 4.602 -0.0067 0.0044 0.0086 0.3837
H -0.630 -2.299 5.159 -0.0284 0.0110 -0.0266 0.2428
H 0.622 -0.501 4.059 -0.2106 -0.0394 0.0957 0.2010
H 2.040 0.056 3.156 0.1905 0.2930 -0.1549 -1.3561
H 4.256 0.791 3.950 0.0179 -0.0070 0.0003 0.4530
H 4.877 3.191 3.838 0.0003 0.0045 0.0111 0.3639
H 3.240 4.832 2.956 0.0090 -0.0009 0.0006 0.4233
H 1.027 4.098 2.214 -0.0105 -0.0132 0.0172 0.3503
O -4.659 3.039 -0.542 -0.0127 -0.0233 0.0484 -0.6393
C -4.210 3.329 -1.623 -0.0535 -0.0671 -0.0361 0.1438
N -3.044 2.832 -2.206 0.1750 0.2016 -0.2696 -0.0701
C -2.928 3.336 -3.442 -0.0751 0.0852 0.2347 -0.0277
O -2.027 3.089 -4.265 -0.1134 0.0695 0.2169 -0.7121
C -4.072 4.267 -3.734 0.0885 0.0980 -0.0013 0.3325
C -4.371 5.045 -4.832 -0.0184 -0.0374 -0.0401 -0.1727
C -5.508 5.849 -4.756 0.0065 -0.0060 -0.0075 -0.5703
C -6.302 5.858 -3.613 0.0000 -0.0093 0.0099 -0.4260
C -5.987 5.061 -2.513 -0.0308 -0.0147 -0.0053 -0.5241
C -4.859 4.276 -2.603 0.0069 0.0333 0.0290 0.0348
H -3.745 5.032 -5.716 0.0037 0.0128 0.0076 0.4494
H -5.777 6.481 -5.593 0.0012 0.0005 -0.0022 0.3902
H -7.174 6.499 -3.580 -0.0053 -0.0049 -0.0002 0.3715
H -6.594 5.059 -1.617 0.0046 0.0092 0.0058 0.4923
N -0.392 -1.088 -5.814 0.8633 -0.6264 0.0313 -0.0890
C -1.013 -0.263 -5.004 -0.1190 0.2078 0.2521 0.2552
S -1.121 -0.577 -3.266 0.2271 0.0930 -0.0544 -0.0292
N -1.661 0.810 -5.424 -0.0658 -0.2935 0.2582 0.2563
C -1.944 1.128 -6.775 0.0236 0.0475 -0.0981 0.2564
C -2.301 0.153 -7.701 -0.1038 -0.0241 -0.0286 -0.1633
C -2.597 0.521 -9.005 -0.0010 0.0133 -0.0212 -0.5957
C -2.549 1.853 -9.388 -0.0003 -0.0051 0.0150 -0.4352
C -2.215 2.822 -8.452 -0.0110 -0.0436 -0.0160 -0.6480
C -1.913 2.468 -7.147 0.1015 0.1042 -0.1033 -0.4732
H 0.204 -1.860 -5.444 -0.3952 0.3010 0.0129 0.2070
H -0.211 -0.779 -6.758 -0.0137 -0.0464 -0.0051 0.2995
H -1.835 1.584 -4.725 0.0489 -0.0351 -0.1976 -0.0093
H -2.385 -0.883 -7.400 0.0036 0.0212 -0.0129 0.5638
H -2.880 -0.242 -9.719 0.0037 0.0057 -0.0030 0.3750
H -2.780 2.135 -10.407 -0.0060 -0.0034 0.0012 0.3795
H -2.188 3.866 -8.736 0.0041 -0.0005 -0.0051 0.3934
H -1.665 3.211 -6.400 -0.0190 -0.0452 -0.0627 0.4576
O 1.407 -1.344 1.814 -0.0231 0.0157 -0.1728 -0.1989
P 2.248 -2.550 1.901 0.0076 -0.3605 -0.0525 -1.3019
N 1.598 -3.831 1.102 0.1343 0.1658 -0.0956 0.8485
C 0.207 -3.818 0.623 -0.0591 -0.0243 0.0298 -0.2380
C -0.007 -5.280 0.258 0.0033 -0.0221 0.0299 -0.7087
C 1.330 -5.660 -0.381 -0.0255 -0.0503 -0.0423 -0.5690
C 2.374 -4.879 0.433 -0.0164 -0.1225 0.0632 -0.4466
N 2.471 -3.115 3.447 0.0284 -0.0809 -0.0078 0.6184
C 2.881 -2.286 4.564 0.0456 0.1131 0.0822 0.0578
C 2.217 -2.946 5.796 0.0164 -0.0259 -0.0208 -0.7793
C 1.693 -4.303 5.279 0.0126 0.0144 0.0130 -0.7079
C 2.397 -4.478 3.932 -0.0669 0.0268 0.0427 -0.6518
N 3.786 -2.264 1.374 -0.0095 0.0938 -0.0683 0.7025
C 4.047 -1.418 0.200 0.0133 0.0262 0.1052 -0.0350
C 5.561 -1.257 0.245 -0.0062 -0.0107 -0.0172 -0.7044
C 6.025 -2.633 0.723 0.0087 0.0037 0.0183 -0.7619
C 4.968 -3.036 1.759 -0.0059 -0.0210 -0.0037 -0.2562
H 0.100 -3.182 -0.258 -0.0332 -0.0043 0.0396 0.0442
H -0.465 -3.451 1.399 0.0147 -0.0098 0.0196 0.1527
H -0.855 -5.424 -0.411 0.0297 0.0298 -0.0341 0.4055
H -0.174 -5.863 1.170 -0.0336 -0.0001 0.0014 0.3462
H 1.347 -5.315 -1.412 0.0087 -0.0726 0.1074 0.1443
H 1.523 -6.733 -0.372 -0.0015 -0.0094 0.0405 0.3830
H 3.148 -4.462 -0.214 -0.0181 0.0113 -0.0271 -0.0070
H 2.861 -5.526 1.176 0.0040 0.0087 -0.0023 0.4324
H 2.577 -1.248 4.422 0.0448 -0.1585 0.0337 -0.4519
H 3.974 -2.296 4.678 0.0110 0.0177 0.0165 0.5098
H 1.405 -2.330 6.181 0.0226 0.0106 0.0108 0.2589
H 2.943 -3.070 6.600 -0.0122 -0.0143 0.0040 0.3615
H 0.618 -4.243 5.101 0.0036 -0.0374 0.0088 0.2228
H 1.879 -5.127 5.969 0.0204 0.0130 0.0103 0.4464
H 1.859 -5.117 3.237 -0.0173 0.0377 -0.0117 0.2659
H 3.408 -4.890 4.084 -0.0148 -0.0399 -0.0156 0.2905
H 3.503 -0.479 0.294 0.0018 -0.0037 -0.0100 0.0123
H 3.734 -1.910 -0.725 -0.0432 -0.0445 -0.0836 0.0145
H 5.832 -0.488 0.974 -0.0147 -0.0041 -0.0019 0.2912
H 5.977 -0.979 -0.722 0.0125 0.0118 0.0076 0.3991
H 7.031 -2.632 1.144 0.0009 -0.0092 -0.0138 0.4053
H 6.009 -3.334 -0.115 -0.0102 -0.0014 -0.0017 0.3057
H 5.286 -2.773 2.773 0.0009 0.0060 0.0012 0.2491
H 4.786 -4.115 1.741 0.0029 0.0028 0.0071 0.1815
O 2.161 -3.390 -2.290 0.0912 0.2731 0.0821 -0.6136
S 1.014 -3.082 -3.112 0.0816 -0.1946 -0.6929 0.9187
O 1.286 -3.168 -4.550 -0.2817 0.3442 0.0786 -0.8758
O -0.243 -3.672 -2.725 -0.0559 0.0347 0.1219 -0.5490
S 0.817 -0.959 -2.743 -0.1305 -0.0818 0.0392 -0.0288
```
Forces are in eV/Å.

The total energy comes out at -128715.7199 eV. As for the molecular weight: 1166.07 g mol⁻¹. As for the multiplicity: 1. The energy above the lowest of the compared OMol25 structures with the same formula, charge and spin is 0.00 kJ/mol. The total charge is -1. The value obtained for the gap between HOMO and LUMO is 5.108 eV. The HOMO energy is -3.17 eV.